DFT (ωB97M-V/def2-TZVPD) results for C43H100F6N5O2P as an isolated structure in a non-equilibrium geometry.

Charge ... +4
E_LUMO ... -8.06 eV
Total energy ... -83270.613 eV
E_HOMO ... -14.30 eV

```
157
Properties=species:S:1:pos:R:3:forces:R:3
C 1.9097 -2.4198 2.4251 2.1 0.7 1.3
N 3.3552 -1.9298 1.9863 -3.7 0.7 0.6
C 3.5435 -0.5287 2.5622 0.5 -1.7 1.0
C 4.2906 -3.0174 2.5467 -0.7 1.9 -0.1
C 3.3322 -1.8794 0.4296 3.1 -0.9 1.3
C 3.1472 -0.5264 -0.2143 0.6 -0.8 0.9
O 1.9894 0.0844 0.1649 12.7 9.6 1.9
H 1.8836 -3.4643 2.1142 1.0 1.4 0.8
H 1.1257 -1.9341 1.8441 2.4 0.7 3.6
H 1.7255 -2.4035 3.4993 0.7 0.3 0.2
H 3.3732 -0.7066 3.6240 1.2 0.1 0.4
H 2.7973 0.2565 2.4412 0.6 -1.9 -1.3
H 4.5291 -0.1967 2.2359 0.0 0.1 0.6
H 3.8508 -3.8659 2.0225 1.5 -0.5 0.0
H 4.2072 -3.1233 3.6284 -0.8 0.1 0.0
H 5.2965 -2.6020 2.4860 0.3 -0.9 -1.1
H 2.7782 -2.7353 0.0442 0.1 0.3 0.2
H 4.3862 -2.0566 0.2156 0.1 -0.6 -0.3
H 3.1286 -0.7208 -1.2866 1.2 -0.1 0.0
H 4.0221 0.0905 -0.0092 0.0 -0.6 0.6
H 1.1815 -0.3464 -0.1236 6.7 6.3 1.4
C -1.2368 -4.1166 1.2386 2.7 -5.4 -1.4
N -0.2622 -5.1350 0.5885 -0.1 0.5 0.2
C 0.2063 -4.4479 -0.7082 1.8 -4.3 0.8
C 0.8258 -5.4034 1.6607 -1.6 -0.5 -2.7
C -0.9120 -6.4210 0.1289 -1.2 -0.4 -0.1
C -1.4021 -7.3967 1.1765 -1.3 1.2 0.2
O -0.3309 -8.0915 1.6360 1.2 -1.6 0.6
H -0.7134 -3.2749 1.6921 -0.7 -0.8 -0.2
H -1.8151 -4.6542 1.9900 0.3 -0.4 0.1
H -1.9514 -3.9312 0.4366 3.0 -1.4 -1.0
H -0.6013 -4.1485 -1.3762 0.2 -1.7 0.9
H 0.7457 -5.2686 -1.1811 0.4 0.3 -0.3
H 0.8333 -3.6338 -0.3446 0.0 -2.8 -2.2
H 1.2542 -4.4072 1.7707 -0.4 -2.0 0.2
H 1.4419 -6.1631 1.1796 0.5 0.1 0.6
H 0.2333 -5.8188 2.4759 0.7 0.2 0.4
H -0.2222 -7.0160 -0.4695 0.5 0.5 0.1
H -1.7512 -6.2501 -0.5454 0.0 0.9 0.0
H -2.1631 -8.0614 0.7674 0.0 0.1 -0.5
H -1.9322 -6.9556 2.0206 -0.1 0.6 0.1
H -0.5334 -8.9951 1.3830 0.8 -0.5 0.4
C 0.9534 3.3243 5.1138 -1.7 0.2 -0.8
C -0.5410 3.3114 4.4541 2.0 1.0 1.9
C -0.5611 3.2044 2.9517 -1.9 -1.5 -1.6
C -2.0180 2.8890 2.4750 0.7 1.7 -0.7
N -2.2800 3.0251 0.9314 -2.5 0.3 0.0
C -2.1799 4.5237 0.4856 -0.1 0.6 -1.0
C -3.5028 4.8402 -0.3596 1.1 -1.2 0.2
C -4.5334 4.0390 0.4116 -0.4 0.2 0.3
C -3.7974 2.7643 0.8088 -1.4 -0.8 0.1
C -1.5321 2.0242 0.0192 -0.3 2.0 0.3
C -1.6436 2.2548 -1.5422 0.1 -0.3 0.0
C -1.0551 1.0680 -2.3251 -14.2 6.5 -2.6
H 1.5082 4.0168 4.4807 0.4 -0.2 0.1
H 1.3788 2.3211 5.1423 0.1 0.2 -0.1
H 0.9979 3.7422 6.1195 -0.5 -0.1 0.0
H -0.9467 4.2754 4.7610 -0.3 0.0 -0.2
H -1.1430 2.5608 4.9663 -0.1 -0.2 -0.3
H 0.0014 2.3413 2.5958 -1.4 -0.4 0.2
H -0.0574 3.9486 2.3348 -0.4 0.9 0.5
H -2.7546 3.6371 2.7681 0.3 0.0 0.8
H -2.3127 1.9347 2.9115 -0.1 -0.2 -0.7
H -1.2208 4.6306 -0.0212 -0.2 -0.1 -0.5
H -2.0793 5.2461 1.2957 -0.4 -0.7 0.7
H -3.3611 4.3938 -1.3438 0.0 -0.2 0.0
H -3.8265 5.8505 -0.6096 0.6 0.3 0.8
H -5.4656 3.9109 -0.1386 0.3 -0.7 -0.5
H -4.9639 4.5218 1.2890 0.7 0.4 0.3
H -4.0575 1.9342 0.1519 1.0 0.4 -0.7
H -4.2122 2.3343 1.7205 0.5 0.5 0.5
H -1.9132 1.0625 0.3628 0.3 0.1 -0.1
H -0.5427 2.2829 0.3964 0.5 -1.0 -0.4
H -1.0277 3.1054 -1.8341 -0.1 0.5 0.3
H -2.6584 2.4518 -1.8880 -0.3 0.3 0.5
H -0.0223 1.0352 -1.9782 -8.0 6.8 4.4
H -1.0702 1.2401 -3.4013 0.2 0.9 1.9
H -1.6590 0.2022 -2.0535 4.5 5.9 -3.9
C -1.8836 0.2169 -4.7879 0.3 -0.2 -2.0
C -1.0738 -0.9779 -4.3766 -1.0 -2.0 2.1
C -1.9384 -1.9630 -3.4624 -0.3 0.9 1.8
C -2.2220 -1.3112 -1.9545 -4.5 -3.3 -0.4
N -3.5068 -1.8850 -1.1492 1.0 -2.2 -1.1
C -3.3318 -1.6510 0.3724 -5.3 0.0 -1.0
C -3.3389 -3.0770 1.0249 -3.3 3.0 1.4
C -3.9739 -4.0274 0.0174 1.0 0.5 -1.2
C -3.4335 -3.5211 -1.3143 -0.3 1.9 0.7
C -4.8180 -1.3802 -1.7226 0.3 0.3 0.7
C -4.9087 0.1594 -1.6378 -0.9 -0.5 -1.1
C -6.2657 0.6514 -2.1898 -0.4 1.1 0.2
H -2.8691 0.2913 -4.3281 0.1 0.1 0.1
H -1.9872 0.1323 -5.8696 -0.5 0.3 0.0
H -1.2875 1.1031 -4.5701 -0.9 -0.2 -1.8
H -0.2588 -0.7312 -3.6962 0.5 0.2 -0.3
H -0.6417 -1.5281 -5.2124 -0.1 0.0 0.1
H -1.4518 -2.8988 -3.1873 0.5 0.1 -0.5
H -2.8503 -2.3341 -3.9303 -0.3 0.7 -0.2
H -2.2830 -0.2285 -1.8452 -6.0 -3.8 0.5
H -1.3811 -1.5211 -1.2935 -5.7 -0.1 -3.1
H -4.2145 -1.1067 0.7080 -0.7 -0.4 -0.3
H -2.5242 -0.9477 0.5757 -4.1 0.2 -0.9
H -4.0096 -3.1119 1.8834 0.1 0.5 0.3
H -2.3237 -3.3431 1.3195 -5.0 3.3 1.3
H -5.0597 -3.9652 -0.0554 0.0 -0.1 0.6
H -3.6543 -5.0611 0.1497 -0.3 -0.2 0.2
H -4.0030 -3.8770 -2.1728 0.2 0.4 -0.1
H -2.3624 -3.6969 -1.4142 -0.4 -0.1 -0.3
H -5.6893 -1.7594 -1.1887 0.3 -0.3 0.7
H -4.9196 -1.9071 -2.6713 0.2 0.9 -0.5
H -4.1290 0.6564 -2.2149 0.1 -0.2 -0.1
H -4.7891 0.5077 -0.6119 -0.1 -0.4 0.1
H -7.1590 0.6042 -1.5669 0.2 -1.1 0.5
H -6.5482 0.2760 -3.1734 0.3 -0.1 0.0
H -6.2631 1.7393 -2.2581 0.6 0.2 -0.5
C 0.9622 0.8007 -1.8038 17.8 -1.0 -0.5
C 2.1466 1.1234 -2.7373 1.4 0.3 1.3
C 3.4202 1.5497 -1.9377 1.6 0.9 0.5
C 3.5623 3.0720 -1.5771 -0.9 -0.8 -0.2
N 4.4251 3.4687 -0.3424 1.4 -0.7 -1.9
C 4.5279 4.9955 -0.2704 -2.3 -0.5 1.0
C 5.3989 5.5039 -1.3248 1.1 0.5 -2.6
C 6.5011 4.4781 -1.5270 0.0 -1.7 1.7
C 6.0148 3.2128 -0.7119 -0.7 0.8 0.4
C 3.9492 2.7702 0.9757 0.6 0.1 -1.8
C 2.4708 3.0035 1.3233 1.8 1.3 -0.3
C 2.1956 2.2788 2.6250 -0.7 0.2 -1.0
H 0.7936 1.5524 -1.0327 0.0 0.4 -0.5
H 1.0595 -0.1572 -1.2928 0.6 7.2 -5.7
H 0.1398 0.6384 -2.5004 5.2 -5.1 -6.3
H 1.9976 1.8237 -3.5592 -0.6 0.5 0.2
H 2.3879 0.2202 -3.2977 0.2 -0.3 0.1
H 4.3557 1.2546 -2.4129 0.0 -0.1 -0.6
H 3.4812 0.9847 -1.0076 -0.4 1.8 -1.2
H 2.5180 3.3473 -1.4291 0.1 0.7 0.6
H 3.8903 3.6487 -2.4420 0.3 0.0 0.2
H 4.8612 5.2355 0.7393 -0.2 0.1 0.0
H 3.5204 5.3403 -0.5033 -0.1 0.3 0.8
H 5.8190 6.4968 -1.1641 -0.1 -0.1 0.6
H 4.8684 5.6425 -2.2669 -0.3 -0.1 0.0
H 7.3873 4.8738 -1.0309 0.3 -0.4 -0.3
H 6.7366 4.0519 -2.5022 -0.1 1.0 -0.2
H 6.4585 3.1481 0.2816 0.1 -0.2 -0.2
H 6.2256 2.3447 -1.3364 -0.7 -0.4 0.6
H 4.6029 3.1731 1.7494 -0.1 0.0 0.1
H 4.2005 1.7184 0.8389 0.0 0.2 0.0
H 1.8118 2.8344 0.4717 0.0 -0.5 0.3
H 2.5297 4.0820 1.4697 -0.9 0.3 0.3
H 2.1381 1.2211 2.3680 -0.4 1.3 0.3
H 1.1771 2.4910 2.9500 2.4 0.1 0.4
H 2.9467 2.5675 3.3603 -0.1 -0.5 0.1
P 0.0370 -1.4418 -0.1285 -4.3 -3.0 0.6
F -0.4038 -2.5107 -1.3265 3.1 2.1 1.9
F -1.3498 -1.4134 0.7615 8.5 -2.4 0.5
F 0.6733 -2.6312 0.7035 -2.1 0.8 -2.9
F 0.6231 -0.4916 0.9882 -11.0 -2.6 7.6
F 1.4166 -1.2247 -0.9525 -3.3 -15.9 -4.8
F -0.5911 -0.2368 -0.9921 2.0 -3.1 7.5
```
Forces are in eV/Å.